Entry 1:
Molecular formula: C2BrF3S
Method: DFT, the ωB97M-V functional and the def2-TZVPD basis

Each line ends with the Löwdin charge.
Geometry (Å):
Br -0.011 2.206 1.256  0.81
S -1.723 -0.421 0.185  0.90
F 0.678 -1.260 -0.739  0.09
F 0.676 -0.852 1.377  0.07
C 0.082 -0.551 0.222  -0.90
F -0.091 1.324 -1.301  0.02
C -0.233 0.875 -0.061  -0.99

The charge is 0. As for the SMILES: FC1(F)S[C@@]1(F)Br. The calculation puts the frontier orbital gap at 10.13 eV. Its total energy is -3347.963975 hartree.

---

Entry 2:
Molecular formula: C2BrI3
Method: DFT, the ωB97M-V functional and the def2-TZVPD basis

Each line ends with the Löwdin charge.
Geometry (Å):
I -3.333 0.754 -0.439  0.66
C 1.363 0.293 0.268  -1.19
I -1.372 -1.819 0.657  0.60
I 2.883 -0.808 -0.673  0.65
Br 2.066 1.864 0.931  0.53
C -1.606 -0.284 -0.743  -1.24

The charge is 0. The calculation puts the frontier orbital gap at 7.07 eV. Its total energy is -3543.058791 hartree.

---

Entry 3:
Molecular formula: C2BrI3
Method: DFT, the ωB97M-V functional and the def2-TZVPD basis

Each line ends with the Löwdin charge.
Geometry (Å):
C 2.206 -0.897 0.272  -1.19
I -2.977 -1.307 -0.695  0.58
C -1.364 0.032 -0.357  -1.21
I 2.673 0.816 -0.806  0.64
I -2.135 1.936 -0.360  0.64
Br 1.598 -0.579 1.945  0.54

The charge is 0. The calculation puts the frontier orbital gap at 7.01 eV. Its total energy is -3543.058167 hartree.

---

Entry 4:
Molecular formula: C2Cl2O
Method: DFT, the ωB97M-V functional and the def2-TZVPD basis

Each line ends with the Löwdin charge.
Geometry (Å):
Cl -2.070 0.527 -0.060  0.68
C -0.453 -0.141 -0.183  -0.99
Cl 2.113 0.541 -0.124  0.78
C 0.629 0.405 0.492  -0.50
O -0.219 -1.332 -0.125  0.03

The charge is 0. The calculation puts the frontier orbital gap at 8.44 eV. Its total energy is -1071.693761 hartree.